DFT (the ωB97M-V functional and the def2-TZVPD basis) results for a molecular structure, C24H19BrKN10O2.

Net charge = -1
HOMO = -3.96 eV
Electronic energy = -130561.2423 eV

CARTESIAN COORDINATES (ANGSTROEM)
K  -0.347  -0.675  -0.100
C  1.436  4.856  -0.577
C  0.687  3.928  -1.292
C  -0.016  2.931  -0.638
C  0.001  2.824  0.761
C  0.773  3.762  1.469
C  1.474  4.759  0.807
N  -0.587  1.721  1.358
C  -1.308  1.807  2.458
C  -1.833  3.052  2.981
C  -2.596  3.103  4.104
C  -2.919  1.934  4.839
C  -2.469  0.734  4.377
C  -1.683  0.626  3.204
N  -1.251  -0.588  2.728
N  -1.532  -1.604  3.426
C  -1.079  -2.833  2.898
C  -1.447  -3.965  3.634
C  -1.050  -5.209  3.199
C  -0.291  -5.308  2.037
C  0.022  -4.133  1.374
N  -0.355  -2.926  1.784
H  1.993  5.628  -1.092
H  0.657  3.972  -2.374
H  -0.577  2.201  -1.211
H  0.837  3.681  2.547
H  2.069  5.459  1.383
H  -1.631  3.957  2.425
H  -2.981  4.061  4.437
H  -3.527  1.996  5.732
H  -2.711  -0.185  4.893
H  -2.039  -3.825  4.529
H  -1.326  -6.098  3.753
H  0.043  -6.262  1.654
H  0.608  -4.161  0.461
Br  -3.366  -2.894  -7.357
C  -1.861  -2.089  -6.521
C  -0.772  -1.729  -7.297
N  0.314  -1.163  -6.779
C  0.326  -0.947  -5.463
C  -0.719  -1.278  -4.610
C  -1.848  -1.866  -5.158
C  -0.632  -1.006  -3.108
O  -1.625  -1.345  -2.426
O  0.426  -0.476  -2.702
H  -0.779  -1.903  -8.367
H  1.211  -0.486  -5.043
H  -2.673  -2.129  -4.509
N  5.712  -0.426  -0.901
N  4.459  -0.134  -0.362
N  4.099  1.085  -0.047
C  2.878  0.865  0.430
N  2.552  -0.437  0.415
N  3.580  -1.060  -0.111
H  5.731  -0.012  -1.829
H  5.715  -1.437  -1.005
H  2.226  1.649  0.779

natural (NBO) atomic charge list, values in e, 5 entries:
1 K 0.919
2 C -0.278
3 C -0.186
4 C -0.261
5 C 0.147

=====

DFT (the ωB97M-V functional and the def2-TZVPD basis) results for a molecular structure, C24H19Cl7N5NaO2S.

Net charge = -2
HOMO = -2.07 eV
Electronic energy = -139655.3522 eV

CARTESIAN COORDINATES (ANGSTROEM)
Na  1.918  -0.074  0.541
C  -0.790  2.361  2.688
C  0.127  1.237  3.081
C  1.481  1.475  3.312
C  2.359  0.431  3.572
C  1.883  -0.872  3.640
C  0.538  -1.120  3.411
C  -0.331  -0.076  3.126
H  -0.795  2.483  1.602
H  -0.466  3.305  3.131
H  -1.816  2.162  3.002
H  1.863  2.486  3.215
H  3.423  0.623  3.633
H  2.575  -1.693  3.781
H  0.165  -2.136  3.382
H  -1.360  -0.301  2.871
Cl  3.616  1.996  -0.057
C  2.129  2.740  -0.692
C  0.939  2.116  -0.394
C  -0.170  2.695  -0.970
Cl  -1.746  1.941  -0.693
C  -0.134  3.847  -1.753
Cl  -1.576  4.563  -2.408
C  1.099  4.447  -2.005
Cl  1.193  5.889  -2.966
C  2.256  3.881  -1.475
Cl  3.800  4.613  -1.801
C  -6.264  -0.460  1.144
C  -5.201  -0.996  0.222
C  -5.345  -0.915  -1.163
C  -4.281  -1.416  -1.895
N  -3.202  -1.940  -1.353
C  -3.124  -1.981  0.012
S  -1.680  -2.531  0.721
N  -4.134  -1.511  0.799
H  -7.239  -0.418  0.655
H  -5.998  0.552  1.459
H  -6.323  -1.079  2.037
H  -6.218  -0.485  -1.633
H  -4.305  -1.390  -2.984
N  -0.940  -2.433  -3.268
C  0.231  -1.751  -3.250
C  0.736  -1.235  -2.023
N  1.849  -0.545  -1.977
C  2.513  -0.360  -3.133
C  2.035  -0.886  -4.308
N  0.897  -1.584  -4.389
H  -1.608  -2.315  -2.498
H  -1.324  -2.593  -4.183
H  0.174  -1.410  -1.108
H  3.429  0.216  -3.093
H  2.581  -0.740  -5.235
Cl  6.272  -3.005  0.363
C  4.619  -3.203  0.995
Cl  4.684  -3.968  2.616
C  3.827  -1.867  1.095
O  4.428  -0.851  1.454
O  2.624  -2.017  0.798
H  4.107  -3.903  0.347

Mulliken atomic charge list, values in e, 5 entries:
1 Na 0.626
2 C -1.417
3 C 1.025
4 C -0.384
5 C -0.454

=====

| no. | Kohn-Sham gap (eV) |
| --- | --- |
| 1 | 6.05 |
| 2 | 5.94 |